DFT (the ωB97M-V functional and the def2-TZVPD basis) results for a molecular structure, C31H31N2O6S2 at a distorted geometry.

Its charge is -1. The LUMO energy comes out at 2.619 eV. As for the molar mass: 591.73 g/mol. The spin multiplicity is 1.

Geometry (Å):
C -6.54 -0.37 2.31
N -5.69 0.23 1.29
C -6.43 0.97 0.27
C -4.36 -0.04 1.11
C -3.74 0.45 -0.06
C -2.35 0.47 -0.13
C -1.55 -0.35 0.68
C -0.08 -0.55 0.26
C 0.84 0.29 0.90
S 2.44 -0.16 1.51
C 2.71 -1.91 1.20
C 2.75 -2.84 2.24
C 2.84 -4.20 1.94
C 2.88 -4.63 0.61
C 2.95 -3.69 -0.42
C 2.96 -2.33 -0.10
O 3.36 0.54 0.63
O 2.47 0.05 2.94
S 0.39 2.07 1.07
C 1.86 3.05 1.46
C 2.69 3.58 0.48
C 3.73 4.44 0.84
C 3.92 4.77 2.18
C 3.09 4.23 3.17
C 2.05 3.38 2.80
O 0.01 2.52 -0.26
O -0.50 2.23 2.19
C -2.19 -0.95 1.81
C -3.56 -0.76 2.06
H -5.97 -0.75 3.16
H -7.26 0.37 2.68
H -7.15 -1.19 1.88
H -5.89 1.89 0.00
H -6.56 0.34 -0.62
H -7.42 1.24 0.66
H -4.29 0.91 -0.88
H -1.87 1.10 -0.85
H 0.25 -1.54 -0.07
H 2.71 -2.48 3.27
H 2.87 -4.93 2.76
H 2.90 -5.70 0.37
H 3.00 -3.99 -1.47
H 3.12 -1.59 -0.88
H 2.53 3.34 -0.57
H 4.39 4.85 0.06
H 4.74 5.44 2.47
H 3.22 4.46 4.23
H 1.38 2.96 3.55
H -1.57 -1.55 2.50
H -4.00 -1.14 2.99
C 3.50 2.40 -3.48
C 3.35 1.02 -2.93
O 2.00 0.90 -2.38
C 1.48 -0.36 -2.34
C 0.13 -0.38 -1.73
C -0.78 -1.40 -2.23
C -0.33 -2.74 -2.27
C -1.23 -3.76 -2.65
N -2.52 -3.51 -2.95
C -2.96 -2.25 -2.87
C -2.12 -1.16 -2.58
O 2.11 -1.32 -2.82
H 4.55 2.61 -3.63
H 2.97 2.52 -4.43
H 3.10 3.17 -2.82
H 3.51 0.27 -3.71
H 4.09 0.86 -2.13
H -0.28 0.62 -1.64
H 0.73 -2.97 -2.14
H -0.88 -4.80 -2.73
H -4.02 -2.06 -3.08
H -2.48 -0.13 -2.66